No. 1
Entry from the OMol25 dataset: 2 unconnected molecules or ions with the total composition H3O5PS in a non-equilibrium geometry (the ωB97M-V functional and the def2-TZVPD basis).

HOMO-LUMO gap (alpha / beta), eV: 7.8 / 7.7
Total energy, hartree: -1117.59127
Energy above the lowest of the compared OMol25 structures with the same formula, charge and spin, kcal/mol: 22.5
SMILES: O=P(O)(O)O.O=S

Geometry as ORCA input:
```
! RIJCOSX wB97M-V def2-TZVPD def2/J DEFGRID3
* xyz 0 1
O 2.348 -0.093 -0.253
H 0.793 -0.845 1.656
H -0.956 1.800 0.786
O -2.215 -0.116 0.486
S 2.256 0.118 -1.710
O -0.170 1.467 0.304
P -0.783 -0.037 0.239
O -0.088 -1.000 1.288
O -0.293 -0.341 -1.238
H -0.893 -0.953 -1.559
*
```

Löwdin population analysis, charges in e, atoms 1 to 4:
1. O -0.67
2. H 0.09
3. H 0.09
4. O -0.23


No. 2
Entry from the OMol25 dataset: a molecular structure, C52H51Cl3N2O2S2Sb2SiY in a non-equilibrium geometry (the ωB97M-V functional and the def2-TZVPD basis).

HOMO-LUMO gap, eV: 7.2
Total energy, hartree: -5257.59129
Energy above the lowest of the compared OMol25 structures with the same formula, charge and spin, kcal/mol: 25.6

Geometry as ORCA input:
```
! RIJCOSX wB97M-V def2-TZVPD def2/J DEFGRID3
* xyz -1 1
C 3.297 2.679 -1.545
O 0.784 -2.650 1.345
C -3.725 -0.809 1.000
H 3.797 2.829 2.264
C 2.410 4.702 4.433
H -1.952 -3.826 -7.068
H -1.270 2.044 4.626
Sb -0.978 2.290 1.909
C 2.358 2.068 -0.720
H -3.598 2.194 2.711
C -1.061 4.700 -2.484
C 3.375 -0.784 3.607
C -0.423 4.297 1.276
C -3.095 2.815 1.974
H -0.900 5.040 1.905
C 2.940 -0.928 -4.430
H 2.879 -6.637 1.406
C 2.790 2.420 5.040
C -0.453 2.436 -1.884
C -5.459 -0.270 2.626
H 5.082 3.847 -1.687
H -5.356 -1.939 -0.845
C -5.061 -0.545 1.340
C 3.050 -2.868 0.712
H 2.774 5.708 4.265
Si 0.836 1.084 -1.406
H 4.334 3.897 4.948
O -1.468 -0.732 1.832
Sb 1.212 -0.558 3.296
H 5.110 -3.166 0.210
H 0.656 4.419 1.324
C 1.817 -3.395 1.155
H -4.135 -2.170 -2.095
C -2.472 -2.250 -4.954
Cl 5.533 -5.956 0.608
C 2.574 2.145 0.651
C -0.108 3.758 -2.132
C -2.685 -4.483 -3.842
S 0.289 -2.779 -1.817
H -4.836 -0.097 4.676
C -2.137 -4.402 -6.172
H -1.433 3.752 4.161
Cl 0.327 -5.476 1.898
C 2.422 -0.518 -3.216
C 1.146 1.167 -4.317
H 1.513 -2.377 5.325
H -2.603 -1.808 -5.941
C 1.447 2.102 4.849
C -3.200 -0.478 3.359
H -2.646 -6.415 -2.937
H -2.051 -7.580 -5.030
H -3.544 2.653 1.000
H -3.131 5.072 -2.888
H -5.813 -0.529 0.567
H 1.324 1.237 -6.448
C 4.191 -3.622 0.543
C 1.076 4.405 4.242
H -3.797 2.731 -2.438
H 3.700 -1.758 3.252
H -0.739 4.444 0.249
H -4.815 -0.566 -1.838
H 3.460 1.640 5.370
C 1.527 0.547 -3.129
H -3.192 3.863 2.247
H 3.642 -1.749 -4.466
C -4.523 -0.277 3.656
C 1.010 0.720 5.093
H -3.171 -1.817 -4.243
C 1.645 0.749 -5.538
C 2.937 -5.575 1.224
C -0.826 2.854 4.053
Y 0.037 -0.870 0.244
H 1.872 1.674 1.339
H 3.903 -0.011 3.055
C -1.799 2.092 -1.998
C -2.526 -5.857 -3.853
H 0.441 1.987 -4.285
C 4.577 3.418 0.349
Cl 3.003 -1.171 0.374
H 0.389 5.187 3.951
N -1.998 -1.375 -2.144
C -3.390 -1.169 -0.365
H 3.605 -0.688 4.663
H -2.927 -3.980 -2.917
H 3.179 2.612 -2.617
H -0.762 5.722 -2.674
C 4.120 -4.982 0.810
H 2.949 -0.617 -6.551
C -4.504 -1.483 -1.336
H -2.107 1.071 -1.820
H -0.030 0.658 5.397
H -0.215 -2.262 4.910
H 0.874 -3.203 3.883
H 1.623 0.252 5.858
C 1.819 -4.786 1.395
H -6.496 -0.046 2.830
C 0.794 -2.320 4.509
C -2.746 -0.692 2.036
C -1.992 -5.777 -6.186
N -2.158 -1.225 -0.785
C 0.580 3.114 4.408
H 2.716 -1.053 -2.322
H -1.705 -6.279 -7.099
C 3.279 3.693 4.819
C -2.184 -6.507 -5.026
C -0.943 -1.926 -2.631
H 5.431 3.937 0.760
C 3.666 2.801 1.190
S -0.776 -1.750 -4.395
H 0.926 4.060 -2.045
H -2.437 -0.452 4.128
C -2.391 4.338 -2.600
C -2.757 3.024 -2.356
C 2.552 -0.294 -5.598
C -2.482 -3.740 -4.999
C 4.383 3.359 -1.021
*
```

Löwdin population analysis, charges in e, atoms 1 to 4:
1. C -0.10
2. O -0.39
3. C -0.10
4. H 0.08